# C10H25BrN2S4V

C10H25BrN2S4V as an isolated structure at a distorted geometry (wB97M-V/def2-TZVPD, the OMol25 dataset).

XYZ file:
```
43
Properties=species:S:1:pos:R:3:mulliken_charge:R:1
V -0.405 -0.297 0.265 0.244
C -0.228 -0.947 3.558 -0.873
C -1.373 0.043 3.424 -0.509
S -2.142 -0.150 1.776 0.014
C -2.826 1.506 1.416 -0.331
C -3.193 1.525 -0.065 -0.848
S -1.880 0.866 -1.173 0.003
C -0.919 2.355 -1.596 -0.848
C 0.012 2.854 -0.502 -0.596
S 1.071 1.457 0.033 -0.056
C 1.373 1.837 1.795 -0.455
C 1.926 0.593 2.474 -0.818
S 0.945 -0.927 2.155 0.009
H -0.602 -1.971 3.584 0.429
H 0.348 -0.770 4.465 0.477
H -1.043 1.075 3.529 0.294
H -2.132 -0.164 4.178 0.526
H -2.067 2.249 1.658 0.128
H -3.700 1.670 2.047 0.520
H -3.449 2.529 -0.398 0.446
H -4.050 0.876 -0.250 0.436
H -1.626 3.124 -1.904 0.448
H -0.353 2.041 -2.477 0.394
H -0.513 3.240 0.370 0.390
H 0.671 3.629 -0.893 0.523
H 0.426 2.152 2.231 0.143
H 2.089 2.656 1.856 0.528
H 1.977 0.720 3.554 0.463
H 2.930 0.373 2.110 0.436
N 2.230 -3.889 -3.044 -0.243
C 1.722 -2.492 -3.330 -0.796
C 0.604 -2.034 -2.401 0.038
N 1.004 -1.543 -1.055 -0.237
H 2.913 -4.178 -3.749 0.371
H 1.462 -4.563 -3.071 0.366
H 2.683 -3.953 -2.134 0.317
H 1.349 -2.493 -4.353 0.422
H 2.573 -1.813 -3.280 0.373
H -0.147 -2.819 -2.289 0.589
H 0.101 -1.199 -2.923 -0.624
H 1.799 -0.914 -1.145 0.294
H 1.276 -2.291 -0.422 0.277
Br -0.834 0.038 -4.025 -0.663
```

Computed properties:
E: -5615.775934 Ha
Gap between HOMO and LUMO (alpha / beta): 6.574 / 6.155 eV
Largest force on an atom: 2.15 eV Å⁻¹
Charge: +2
2S+1: 4
HOMO energy (alpha / beta): -12.7 / -12.6 eV
Relative energy (zero: lowest compared OMol25 entry of this formula, charge and spin): 282.64 kJ/mol

***

# C12H19AsHgN3O4S2

C12H19AsHgN3O4S2 as an isolated structure (wB97M-V/def2-TZVPD, the OMol25 dataset).

XYZ file:
```
42
Properties=species:S:1:pos:R:3:mulliken_charge:R:1
Hg -1.228 3.036 -0.887 0.442
N -3.346 1.247 -1.673 -0.534
N -3.538 0.419 -0.567 -0.020
C -3.296 0.833 0.685 0.328
N -3.387 -0.125 1.627 -0.381
S -2.965 2.422 1.152 -0.453
H -4.232 1.391 -2.141 0.233
H -2.688 0.752 -2.283 0.215
H -3.456 -0.574 -0.752 0.303
H -3.430 -1.100 1.377 0.220
H -3.069 0.115 2.549 0.221
O -1.467 -0.729 -2.135 -0.893
C -0.760 -0.464 -1.144 -0.059
O -0.205 0.645 -0.888 -0.323
C -0.573 -1.553 -0.102 0.184
C -0.974 -2.852 -0.381 -0.521
C -0.843 -3.880 0.560 -0.970
C -0.305 -3.537 1.775 1.077
O -0.078 -4.342 2.858 -0.501
C 0.498 -3.506 3.862 -0.262
O 0.572 -2.179 3.345 -0.513
C 0.088 -2.241 2.061 0.917
C -0.027 -1.226 1.150 -0.905
H -1.394 -3.053 -1.357 0.483
H -1.143 -4.896 0.345 0.437
H 1.503 -3.862 4.097 0.262
H -0.139 -3.516 4.749 0.253
H 0.266 -0.209 1.373 0.617
C 4.124 3.553 -1.291 -1.083
As 2.447 2.635 -1.044 0.681
C 1.768 2.315 -2.815 -0.819
C 2.912 0.916 -0.326 -0.694
S 1.201 3.788 0.207 -0.534
H 4.784 2.948 -1.911 0.370
H 4.576 3.720 -0.316 0.348
H 3.935 4.512 -1.767 0.355
H 2.570 1.931 -3.445 0.418
H 1.387 3.251 -3.218 0.318
H 0.958 1.594 -2.723 0.098
H 3.631 0.428 -0.985 0.436
H 1.986 0.347 -0.288 -0.114
H 3.335 1.044 0.667 0.365
```

Computed properties:
E: -4119.455576 Ha
Gap between HOMO and LUMO (alpha / beta): 7.052 / 7.349 eV
Largest force on an atom: 0.13 eV Å⁻¹
2S+1: 2
HOMO energy (alpha / beta): -6.5 / -8.2 eV
Relative energy (zero: lowest compared OMol25 entry of this formula, charge and spin): 2.97 kJ/mol

***

# C2H2Br3F

C2H2Br3F as an isolated structure at a distorted geometry (wB97M-V/def2-TZVPD, the OMol25 dataset).

XYZ file:
```
8
Properties=species:S:1:pos:R:3:mulliken_charge:R:1
C -0.121 -0.559 0.673 -0.477
C 0.249 0.395 -0.492 0.071
F 1.250 1.240 -0.324 -0.141
Br 1.171 -1.970 0.848 -0.070
Br -1.622 2.021 -0.351 -0.221
Br 0.222 -0.417 -2.223 0.022
H -0.995 -0.912 0.343 0.455
H -0.153 0.202 1.526 0.361
```

Computed properties:
E: -7899.259398 Ha
Gap between HOMO and LUMO: 8.559 eV
Largest force on an atom: 5.69 eV Å⁻¹
2S+1: 1
HOMO energy: -10.2 eV
Relative energy (zero: lowest compared OMol25 entry of this formula, charge and spin): 84.91 kJ/mol

***

# C29H35BeGeN2O3SSe

C29H35BeGeN2O3SSe as an isolated structure at a distorted geometry (wB97M-V/def2-TZVPD, the OMol25 dataset).

XYZ file:
```
73
Properties=species:S:1:pos:R:3:mulliken_charge:R:1
Be -15.669 -0.309 16.543 -0.261
C -13.658 -2.482 15.876 -1.042
O -14.867 -1.995 16.495 -0.006
C -15.423 -2.830 17.491 0.902
C -15.258 -4.196 17.617 -0.704
C -16.103 -4.917 18.469 -0.476
C -17.172 -4.323 19.116 -0.777
C -17.250 -2.906 19.049 -0.633
C -16.431 -2.122 18.204 0.247
N -16.686 -0.868 17.800 0.376
N -17.849 -0.246 18.044 -0.632
C -18.411 0.150 16.825 0.717
C -17.909 -0.037 15.511 0.771
O -16.608 -0.319 15.289 -0.278
C -18.744 0.029 14.347 -1.117
C -19.994 0.562 14.576 -0.586
C -20.516 0.973 15.836 0.668
C -21.752 1.620 15.976 -0.662
C -22.268 1.978 17.205 -0.832
C -21.385 1.871 18.326 -0.430
C -20.168 1.321 18.265 -0.687
C -19.731 0.801 17.019 0.673
H -13.029 -2.929 16.664 0.441
H -13.804 -3.205 15.042 0.298
H -13.116 -1.636 15.493 0.346
H -14.451 -4.730 17.066 0.369
H -15.854 -5.954 18.810 0.314
H -17.803 -4.949 19.667 0.475
H -18.153 -2.459 19.486 0.382
H -18.348 -0.327 13.410 0.492
H -20.480 0.966 13.699 0.341
H -22.367 1.902 15.121 0.359
H -23.218 2.436 17.257 0.437
H -21.744 2.267 19.299 0.335
H -19.478 1.295 19.103 0.415
C -7.262 -0.874 10.343 -1.149
Ge -8.587 0.564 10.904 0.431
C -10.479 0.153 10.757 -1.198
C -8.049 1.010 12.765 -1.091
C -8.308 2.096 9.720 -0.914
Se -8.508 3.843 10.785 0.009
C -10.414 3.987 11.241 -0.872
H -7.629 -1.279 9.381 0.359
H -7.157 -1.616 11.133 0.329
H -6.234 -0.513 10.021 0.339
H -11.120 0.359 11.607 0.342
H -10.742 -0.899 10.630 0.414
H -10.893 0.647 9.877 0.361
H -8.615 1.867 13.226 0.334
H -6.974 1.208 12.786 0.325
H -8.407 0.136 13.334 0.359
H -9.082 2.166 8.966 0.379
H -7.300 2.173 9.353 0.404
H -11.080 3.917 10.370 0.284
H -10.453 4.993 11.507 0.355
H -10.757 3.215 11.948 0.202
C -15.187 1.286 19.486 -0.881
S -13.910 0.747 18.241 0.329
O -14.632 0.802 16.805 0.136
C -12.924 2.178 18.434 0.363
C -12.940 3.121 17.415 -0.337
C -12.221 4.328 17.562 -0.724
C -11.522 4.546 18.738 -0.261
C -11.432 3.608 19.761 -0.572
C -12.141 2.398 19.626 -0.346
H -14.776 2.132 20.119 0.480
H -15.412 0.415 20.098 0.315
H -16.072 1.524 18.943 0.210
H -13.474 2.884 16.529 0.601
H -12.417 5.158 16.850 0.361
H -11.072 5.503 18.970 0.374
H -10.953 3.837 20.767 0.315
H -12.194 1.598 20.371 0.402
```

Computed properties:
E: -6352.326191 Ha
Gap between HOMO and LUMO: 4.939 eV
Largest force on an atom: 3.77 eV Å⁻¹
Charge: +1
2S+1: 1
HOMO energy: -9.3 eV